(1)
Here is a single C4H11NS2 molecule at a distorted geometry from the Open Molecules 2025 dataset. Energies are from wB97M-V/def2-TZVPD.

As for the SMILES: CCNCCSS. The LUMO energy comes out at 0.07 eV. Its energy above the lowest of the compared OMol25 structures with the same formula, charge and spin is 2.519 eV. The calculation puts the HOMO energy at -8.1 eV. Its charge is 0. Its molar mass is 137.3 g mol⁻¹.

Geometry as XYZ:
```
18
Properties=species:S:1:pos:R:3:forces:R:3
C 1.443 0.984 3.536 1.637 -1.754 1.150
C 1.900 0.297 2.192 -1.619 3.111 -0.480
N 0.818 -0.492 1.704 -0.554 -2.491 0.805
C 0.058 0.056 0.585 -0.707 -0.040 -0.797
C -1.106 -0.840 -0.065 2.225 -1.533 3.374
S -1.793 -0.240 -1.541 1.054 1.241 -1.429
S 0.106 0.271 -2.514 -1.603 -0.785 -0.439
H 1.345 0.089 4.182 0.046 0.442 0.198
H 2.118 1.685 4.135 -0.834 -0.651 -1.341
H 0.418 1.290 3.458 -0.363 0.808 -0.314
H 2.045 1.123 1.417 0.843 -1.219 0.866
H 2.605 -0.487 2.275 2.157 0.529 0.484
H 1.010 -1.466 2.132 -1.751 1.816 -2.347
H 0.654 0.291 -0.324 0.425 -0.098 1.166
H -0.339 1.053 0.962 -0.059 -1.113 -0.615
H -1.777 -0.908 0.811 -0.654 -0.051 -0.946
H -0.734 -1.906 -0.237 -0.167 1.405 0.332
H 0.159 -0.813 -3.338 -0.075 0.382 0.334
```
Forces are in eV/Å.

Here are the Löwdin charges for atoms 1 to 8, given in e: number 1, C, carries -0.09; number 2, C, carries -0.31; number 3, N, carries -0.16; number 4, C, carries -0.32; number 5, C, carries -0.66; number 6, S, carries 0.50; number 7, S, carries 0.38; number 8, H, carries 0.06

***

(2)
Here is 2 unconnected molecules or ions with the total composition C3H4N4O8 at a distorted geometry from the Open Molecules 2025 dataset. Energies are from wB97M-V/def2-TZVPD.

As for the SMILES: O=[N+]([O-])C([N+](=O)[O-])=[N+]([O-])O.C=C[N+](=O)[O-]. The LUMO energy (spin up / spin down) comes out at -1.95 / -1.95 eV. Its energy above the lowest of the compared OMol25 structures with the same formula, charge and spin is 1.910 eV. The calculation puts the HOMO energy (spin up / spin down) at -10.5 / -10.5 eV. Its charge is 0. Its molar mass is 224.1 g mol⁻¹.

Geometry as XYZ:
```
19
Properties=species:S:1:pos:R:3:forces:R:3
O -0.749 1.353 2.485 0.582 -0.680 0.320
N -0.155 0.470 1.875 0.045 1.313 -0.594
O 0.904 -0.028 2.143 0.230 -0.044 0.685
C -0.830 0.072 0.643 1.280 0.178 0.966
N -1.114 -1.383 0.656 -1.797 2.461 1.527
O -0.284 -2.088 1.117 0.873 -0.900 -0.526
O -2.296 -1.652 0.511 -0.589 -0.699 -0.997
N -1.436 1.096 0.029 -0.539 -3.262 1.009
O -1.034 2.216 -0.051 -0.287 0.351 -0.205
O -2.579 0.759 -0.559 -1.510 1.264 -2.025
H -3.008 -0.093 -0.280 1.318 0.080 0.586
C 2.466 0.311 -0.300 -1.108 -0.971 -0.289
C 1.343 0.398 -1.035 0.799 1.629 0.259
N 0.809 -0.804 -1.807 1.727 0.945 0.069
O 1.637 -1.260 -2.561 -0.077 -0.335 -0.078
O -0.321 -1.211 -1.704 -0.646 0.221 0.084
H 2.744 -0.735 -0.068 0.563 0.873 -0.128
H 3.022 1.178 0.144 -0.965 -1.012 -0.483
H 0.881 1.401 -1.239 0.100 -1.413 -0.181
```
Forces are in eV/Å.

Here are the Löwdin charges for atoms 1 to 8, given in e: number 1, O, carries 0.11; number 2, N, carries -0.32; number 3, O, carries 0.11; number 4, C, carries -0.10; number 5, N, carries -0.34; number 6, O, carries 0.16; number 7, O, carries 0.09; number 8, N, carries -0.26

***

(3)
Here is a molecular structure, C45H52AuN6O2P2 from the Open Molecules 2025 dataset. Energies are from wB97M-V/def2-TZVPD.

The LUMO energy (spin up / spin down) comes out at -7.79 / -10.52 eV. Its energy above the lowest of the compared OMol25 structures with the same formula, charge and spin is 0.126 eV. As for the spin multiplicity: 3. The calculation puts the HOMO energy (spin up / spin down) at -15.6 / -15.6 eV. Its charge is +3. Its molar mass is 967.9 g mol⁻¹.

Geometry as XYZ:
```
108
Properties=species:S:1:pos:R:3:forces:R:3
Au -0.688 -0.071 0.432 -0.205 -0.026 -0.194
C -4.770 1.691 2.159 0.119 0.114 0.017
N -3.518 2.403 2.433 -0.403 0.048 0.146
C -3.691 3.632 3.232 -0.118 -0.152 -0.101
C -2.314 1.936 2.103 0.197 0.160 0.231
N -2.128 0.603 1.845 0.194 -0.115 0.211
C -2.682 -0.379 2.639 0.039 0.394 0.091
C -2.888 -0.090 4.012 -0.013 0.094 -0.082
C -3.381 -1.025 4.888 -0.052 -0.166 0.002
C -3.697 -2.303 4.425 -0.005 0.095 0.130
C -3.495 -2.644 3.078 -0.010 -0.003 0.058
C -3.836 -3.938 2.660 -0.046 -0.132 -0.078
C -3.667 -4.317 1.331 -0.029 -0.051 0.109
C -3.185 -3.405 0.422 -0.002 0.091 -0.091
C -2.846 -2.082 0.791 0.003 -0.010 -0.373
N -2.340 -1.239 -0.188 0.165 -0.138 -0.002
C -2.749 -1.336 -1.489 -0.055 -0.167 0.026
N -4.039 -1.538 -1.778 -0.383 -0.145 -0.007
C -4.467 -2.240 -3.002 -0.041 0.092 0.173
C -5.130 -1.235 -0.849 0.101 0.003 -0.166
N -1.876 -1.232 -2.494 0.365 0.240 0.137
C -0.457 -1.585 -2.331 -0.134 0.091 -0.083
C -2.203 -0.503 -3.727 0.047 -0.071 0.040
C -2.981 -1.685 2.149 0.147 0.072 -0.030
N -1.288 2.802 2.038 0.242 -0.316 -0.417
C 0.103 2.373 2.263 -0.134 0.102 0.042
C -1.435 4.114 1.384 -0.008 -0.063 0.084
H -5.515 2.415 1.838 0.002 0.049 -0.027
H -5.142 1.189 3.053 0.019 0.008 0.045
H -4.628 0.961 1.372 0.074 -0.032 -0.058
H -4.403 3.420 4.031 0.016 -0.053 -0.036
H -4.095 4.442 2.626 0.002 -0.019 0.002
H -2.749 3.940 3.670 0.074 -0.024 0.000
H -2.597 0.888 4.381 -0.050 -0.105 -0.021
H -3.504 -0.773 5.935 0.003 -0.045 -0.052
H -4.099 -3.050 5.101 0.049 0.077 -0.040
H -4.229 -4.639 3.389 0.039 0.038 -0.075
H -3.899 -5.327 1.013 0.019 0.085 0.056
H -3.018 -3.710 -0.606 -0.029 0.012 0.085
H -3.621 -2.721 -3.483 0.058 0.003 0.016
H -4.947 -1.560 -3.706 0.000 0.006 0.020
H -5.193 -3.004 -2.720 0.018 0.020 0.047
H -4.801 -0.525 -0.100 0.066 0.054 0.044
H -5.494 -2.136 -0.357 -0.003 -0.061 0.001
H -5.951 -0.796 -1.411 -0.023 0.035 -0.061
H -0.336 -2.365 -1.584 -0.073 0.007 0.022
H 0.163 -0.722 -2.074 -0.146 -0.020 0.003
H -0.089 -1.971 -3.282 -0.071 -0.058 -0.003
H -3.234 -0.167 -3.717 0.043 0.019 0.033
H -2.035 -1.128 -4.602 -0.015 -0.045 -0.011
H -1.558 0.374 -3.795 0.034 -0.013 0.020
H 0.158 1.638 3.063 -0.072 -0.041 -0.016
H 0.672 3.251 2.564 -0.058 0.044 0.097
H 0.588 1.980 1.368 -0.151 0.050 -0.072
H -2.476 4.320 1.155 0.059 -0.054 -0.023
H -0.867 4.108 0.452 0.029 -0.044 0.061
H -1.048 4.905 2.023 -0.007 -0.007 0.048
O 1.303 -0.738 1.198 0.273 -0.039 0.071
P 2.657 -0.949 0.535 -0.108 0.002 0.081
C 3.319 0.631 -0.067 -0.125 -0.064 -0.050
P 2.193 1.566 -1.139 -0.092 0.045 0.064
O 0.744 1.176 -0.905 0.075 0.063 -0.262
C 2.456 3.291 -0.761 -0.034 0.082 0.117
C 3.644 3.767 -0.205 0.003 0.020 -0.036
C 3.797 5.125 0.036 0.046 -0.029 0.030
C 2.773 6.007 -0.278 -0.032 0.027 -0.022
C 1.592 5.539 -0.844 -0.039 -0.031 -0.023
C 1.430 4.182 -1.085 0.065 0.056 -0.076
C 2.688 1.288 -2.830 -0.161 -0.013 -0.158
C 4.025 1.377 -3.216 0.063 0.075 0.026
C 4.372 1.202 -4.546 0.046 -0.006 0.009
C 3.386 0.952 -5.495 -0.048 0.000 -0.015
C 2.051 0.882 -5.117 -0.038 0.009 0.046
C 1.699 1.050 -3.783 0.061 -0.054 -0.058
C 2.580 -2.134 -0.801 -0.010 -0.087 -0.092
C 1.903 -3.328 -0.520 0.056 0.002 -0.007
C 1.871 -4.342 -1.462 -0.019 -0.024 0.022
C 2.509 -4.172 -2.689 0.014 -0.010 -0.008
C 3.184 -2.993 -2.971 -0.002 0.032 -0.002
C 3.228 -1.973 -2.024 -0.065 -0.071 0.050
C 3.858 -1.534 1.707 -0.059 0.006 0.153
C 5.141 -1.873 1.274 0.038 -0.069 -0.058
C 6.079 -2.306 2.196 0.018 0.001 -0.003
C 5.736 -2.406 3.541 0.031 -0.020 -0.031
C 4.459 -2.075 3.969 -0.042 0.033 -0.010
C 3.513 -1.634 3.053 0.034 0.005 0.025
H 4.297 0.489 -0.529 0.016 0.003 0.030
H 3.459 1.211 0.848 0.081 0.021 0.077
H 4.462 3.093 0.029 -0.058 0.047 0.022
H 4.719 5.495 0.468 -0.040 -0.013 -0.031
H 2.902 7.067 -0.096 -0.011 -0.047 -0.007
H 0.805 6.236 -1.112 0.069 -0.058 0.024
H 0.522 3.810 -1.551 0.043 0.037 0.051
H 4.803 1.599 -2.489 -0.064 -0.020 -0.077
H 5.410 1.269 -4.848 -0.045 0.006 0.018
H 3.660 0.827 -6.535 -0.009 0.000 0.048
H 1.286 0.709 -5.866 0.059 0.006 0.062
H 0.661 1.004 -3.472 0.098 0.042 -0.055
H 1.425 -3.462 0.448 0.035 -0.011 -0.085
H 1.369 -5.278 -1.238 0.045 0.089 -0.017
H 2.499 -4.974 -3.419 -0.014 0.064 0.056
H 3.691 -2.869 -3.921 -0.034 -0.007 0.088
H 3.773 -1.066 -2.251 -0.005 -0.034 -0.007
H 5.404 -1.824 0.219 -0.016 -0.001 0.122
H 7.076 -2.574 1.868 -0.036 0.004 0.015
H 6.471 -2.754 4.257 -0.023 0.024 -0.030
H 4.201 -2.158 5.017 0.001 -0.006 -0.039
H 2.511 -1.373 3.375 0.066 -0.014 -0.025
```
Forces are in eV/Å.

Here are the Löwdin charges for atoms 1 to 8, given in e: number 1, Au, carries 1.16; number 2, C, carries 0.01; number 3, N, carries -0.10; number 4, C, carries 0.00; number 5, C, carries -0.35; number 6, N, carries 0.03; number 7, C, carries -0.19; number 8, C, carries 0.02